1.
ORCA calculation (ωB97M-V with the def2-TZVPD basis set) on C25H19F2O4OsS as an isolated structure.

As for the HOMO energy (alpha / beta): -4.45 / -4.56 eV. The value obtained for the energy above the lowest of the compared OMol25 structures with the same formula, charge and spin is 72.3 kJ/mol. As for the total energy: -1953.4863 a.u.

```
! RIJCOSX wB97M-V def2-TZVPD def2/J DEFGRID3
* xyz -1 5
C 1.066 0.445 0.472
H -4.239 -2.849 1.492
H -0.471 2.084 5.387
F 1.654 -3.518 -1.531
C 0.222 0.409 4.213
H -1.841 -3.070 1.093
Os 0.373 -1.358 -0.031
C -1.735 0.793 -1.444
S 3.020 -1.279 1.964
C 2.264 1.684 -2.873
O 1.920 -0.861 3.110
C -3.762 2.083 -1.569
C 0.298 2.660 3.453
C 0.645 2.228 2.181
C -2.337 -0.118 -0.531
C 1.718 1.203 -0.477
H 3.107 -2.115 -3.334
C 2.463 -0.604 -1.974
H 0.788 2.937 1.376
C -1.555 -1.135 0.082
H -0.698 0.520 -1.731
H 0.464 -3.831 0.038
C 2.703 1.210 -4.095
O 3.827 -2.239 2.655
C -3.752 0.033 -0.242
C 3.026 -0.142 -4.266
O 3.589 -0.037 1.531
O 2.211 -2.003 0.856
H 2.059 2.728 -2.669
H 2.460 -1.281 -1.097
H -0.036 -0.998 2.542
C 2.155 0.780 -1.786
F -0.589 -3.727 -1.596
H 2.882 1.859 -4.957
C 2.880 -1.072 -3.225
H 3.441 -0.459 -5.216
C -2.319 -2.149 0.718
C 0.743 0.899 1.835
C 0.463 -3.237 -0.880
H -4.286 3.017 -1.795
H -5.470 -0.793 0.938
H 0.220 3.745 3.672
C -3.713 -2.036 0.976
C -2.419 1.869 -1.971
C -4.396 1.169 -0.765
H -1.915 2.560 -2.647
C -4.437 -0.927 0.587
H 1.879 2.253 -0.260
H -5.443 1.355 -0.506
H 0.344 -0.311 5.008
C -0.021 1.736 4.459
C 0.549 -0.106 2.831
*
```



2.
ORCA calculation (ωB97M-V with the def2-TZVPD basis set) on one molecule with the formula C4H6N2O.

As for the HOMO energy: -8.23 eV. The value obtained for the energy above the lowest of the compared OMol25 structures with the same formula, charge and spin is 112.1 kJ/mol. As for the total energy: -340.7522 a.u.

```
! RIJCOSX wB97M-V def2-TZVPD def2/J DEFGRID3
* xyz 0 1
H -1.216 -2.692 -1.598
O -0.295 1.380 -0.109
C 0.688 1.941 0.749
H 0.558 3.023 0.713
N 0.127 -2.181 -0.017
H 0.555 1.591 1.780
C -0.755 -1.960 -0.946
N -1.029 -0.627 -1.093
H 1.183 -0.825 1.276
C 0.453 -0.936 0.490
C -0.255 0.035 -0.169
H -1.792 -0.253 -1.637
H 1.699 1.680 0.409
*
```



3.
ORCA calculation (ωB97M-V with the def2-TZVPD basis set) on a 6-piece molecular cluster, C24H32O12 overall.

As for the HOMO energy: -9.36 eV. The value obtained for the energy above the lowest of the compared OMol25 structures with the same formula, charge and spin is 0.7 kJ/mol. As for the total energy: -1836.2078 a.u.

```
! RIJCOSX wB97M-V def2-TZVPD def2/J DEFGRID3
* xyz 0 1
C 1.856 1.913 5.215
C -6.859 -3.196 -2.528
C -4.378 -3.121 -2.954
C 0.285 0.358 3.182
C -0.835 4.063 1.311
H -0.692 -3.733 -1.540
H -4.395 -3.699 -3.776
H 2.551 1.191 -1.484
C 1.845 1.379 -2.189
C 3.812 -2.502 -0.090
O 4.726 -3.542 1.765
H 0.445 5.829 0.658
C -0.228 0.659 4.509
H -3.407 -3.176 -2.616
H 3.740 -0.475 -4.435
H 4.352 -0.492 1.479
H 0.987 -3.330 -1.053
O -5.353 -3.428 -0.785
H -3.634 0.965 1.284
H 2.096 -1.189 -4.074
C 0.065 -2.982 -1.574
O -0.167 4.540 2.190
O 0.650 -1.014 -0.386
H 6.126 -0.920 1.506
C 0.547 1.370 5.600
C -1.537 4.151 -1.134
H -1.473 0.109 -1.167
H -2.253 -1.459 -0.693
C -5.463 -3.194 -2.018
H 3.469 1.641 3.355
C -1.598 -0.924 -1.284
O 2.462 1.762 -4.561
H 0.469 -2.950 -2.678
O 2.114 0.538 1.694
H 3.358 -0.993 -2.516
C 3.008 -0.491 -3.631
H -4.333 -1.920 -3.350
C -0.599 4.592 -0.032
C -2.429 2.998 -0.959
H 0.970 0.924 -1.941
H 3.159 -1.614 -0.110
C -0.258 -1.563 -1.043
H 4.336 -2.138 -0.940
H 3.336 2.527 5.692
C 4.475 -2.524 1.204
C -1.786 3.011 1.452
O -3.588 1.433 0.504
H -1.446 4.647 -2.141
H -1.030 0.332 4.793
H -1.990 -0.879 -2.425
H -7.559 -3.393 -1.752
O -3.065 2.479 -1.878
C 2.337 1.594 3.741
C 4.992 -1.300 1.823
O 0.013 1.610 6.692
H -7.230 -2.192 -2.866
C 1.610 0.826 2.759
C 2.492 0.960 -3.567
O 0.321 5.505 -0.249
O -0.457 -0.376 2.315
O 2.649 2.354 6.285
H 1.573 2.368 -2.234
H 0.045 -0.581 1.580
C -2.627 2.502 0.386
H 4.918 -1.290 2.934
H -1.924 2.834 2.535
H 3.495 -3.433 -0.517
H -7.088 -3.952 -3.273
*
```



4.
ORCA calculation (ωB97M-V with the def2-TZVPD basis set) on C40H47N8S3SbTi as an isolated structure.

As for the HOMO energy: -16.42 eV. The value obtained for the energy above the lowest of the compared OMol25 structures with the same formula, charge and spin is 156.9 kJ/mol. As for the total energy: -4273.5181 a.u.

```
! RIJCOSX wB97M-V def2-TZVPD def2/J DEFGRID3
* xyz 4 1
Sb 0.175 -1.398 -2.962
C 2.825 -5.221 0.459
N -1.128 1.769 0.292
H -2.256 5.461 0.310
H 3.888 -1.791 -1.138
C 2.266 0.742 2.059
C -2.166 0.281 -4.123
H 3.323 -0.227 -3.196
C 2.293 -2.912 -0.148
H -2.455 4.225 4.815
H -1.402 0.928 -4.558
C -2.380 -0.181 7.589
H 0.157 0.404 2.127
C -1.989 4.408 0.285
C 1.747 2.569 -1.067
N 2.800 0.506 -0.280
H -2.486 -3.866 1.298
N 0.592 -4.046 0.729
H -1.931 -3.364 8.528
H -2.907 6.810 -4.390
H 1.066 -0.910 2.025
H 5.465 -3.649 -0.988
H 3.739 -0.769 -4.813
C -2.326 -2.889 0.855
C -2.177 4.387 2.726
C 1.604 -0.811 -4.442
H -3.029 0.325 -4.791
C 1.941 -4.150 0.378
S -1.564 -2.258 6.389
H 0.032 -4.790 1.122
H 1.170 2.810 -0.180
C -1.172 -2.301 0.485
C -1.322 -0.332 3.940
H -2.954 0.282 -0.434
H 3.728 1.919 -1.578
H -0.876 -3.984 -4.640
C -1.992 4.398 -2.241
C 0.177 -2.819 0.436
C -1.770 0.230 5.156
C 0.375 -3.526 -2.894
H -1.388 1.872 -1.744
C -1.452 2.359 1.492
C 4.462 -3.771 -0.595
S -3.630 -1.843 0.524
C 4.094 -5.008 -0.032
H 0.835 -3.738 -5.033
C -2.555 5.596 -2.556
H -2.480 0.709 -3.169
H 3.278 -1.957 -3.602
H -2.743 -1.112 9.571
N 1.013 0.036 1.670
Ti 0.526 -0.014 -0.407
C -2.195 3.721 3.888
C 3.577 -2.715 -0.663
H 0.263 1.967 -2.388
H 4.822 -5.810 0.004
C -2.592 -0.676 -0.086
C -1.864 3.715 1.490
C 3.065 1.925 -0.715
H 2.113 1.813 1.964
C -1.419 2.443 -0.829
C 3.315 0.240 1.104
C -1.821 3.762 -0.927
N 1.013 1.529 -1.864
C -1.903 4.934 -4.678
H 2.530 0.534 3.088
C -2.025 1.584 5.112
H 1.370 -3.746 -2.507
H 3.450 -0.830 1.224
H 3.294 -0.108 -0.914
N -1.188 0.324 2.800
C 3.059 -0.954 -3.978
C 0.144 -4.131 -4.283
H 3.570 2.477 0.072
C -1.488 1.642 2.758
H -1.493 -1.629 -4.950
C -2.505 5.903 -3.951
C -1.693 -1.168 -3.982
H 1.382 -1.464 -5.289
H 1.884 3.481 -1.639
N -1.320 -1.023 -0.051
H -2.431 5.441 2.686
H -2.412 -1.790 -3.451
H -0.361 -3.878 -2.170
C -2.004 -2.407 8.026
H 2.530 -6.179 0.878
H 4.277 0.716 1.262
H -2.681 0.837 7.822
C -1.895 2.312 3.924
N 1.161 -2.074 -0.067
H 1.363 0.208 -4.754
H -3.003 6.263 -1.824
H -1.061 -1.389 3.914
H -1.725 4.898 -5.747
H 0.316 -5.208 -4.227
S -1.415 3.634 -3.676
H 1.647 1.184 -2.577
C -2.419 -1.228 8.545
C -1.932 -0.575 6.360
H -2.341 2.110 6.008
*
```



5.
ORCA calculation (ωB97M-V with the def2-TZVPD basis set) on C20H27Cl3F3N2PdSi2 as an isolated structure.

As for the HOMO energy: -5.12 eV. The value obtained for the energy above the lowest of the compared OMol25 structures with the same formula, charge and spin is 4.4 kJ/mol. As for the total energy: -3275.1619 a.u.

```
! RIJCOSX wB97M-V def2-TZVPD def2/J DEFGRID3
* xyz -1 1
H 3.791 0.880 -3.198
H 6.741 -0.695 3.877
H -2.908 0.459 -0.743
C -0.044 -2.110 -0.627
C 2.563 1.845 2.189
H 4.568 4.601 2.207
C 2.900 1.495 -3.346
Si 2.422 0.152 1.364
C 3.123 2.899 -2.755
H -1.767 -0.193 -1.767
C 2.748 4.404 3.334
H 4.765 0.633 3.273
Si -1.796 0.672 2.170
C 5.337 -2.808 1.641
C 1.688 0.817 -2.688
C 3.986 -0.799 1.874
H 5.491 -3.779 1.185
F 1.160 -2.749 -0.451
Cl -1.889 2.795 2.226
H 1.150 -1.850 1.806
H 2.089 2.725 -0.098
Cl -1.644 0.275 4.245
C 6.037 -1.081 3.149
N 1.603 1.045 -1.253
H 0.769 1.204 -3.144
F -0.057 -1.869 -2.005
F -0.966 -3.142 -0.515
H 3.472 3.593 -3.523
C 1.682 3.575 3.645
H 0.905 3.914 4.319
H 3.657 0.867 -0.684
H 2.778 -0.631 -0.922
H 3.904 2.862 -1.989
C 0.905 -0.788 1.878
H 2.734 1.549 -4.426
H 3.510 -2.459 0.592
C 1.839 3.402 -2.105
H 4.402 2.370 1.199
H 1.959 4.417 -1.721
H 1.042 3.446 -2.854
C 4.220 -2.057 1.304
C 6.251 -2.320 2.566
C 3.632 2.697 1.892
H 1.700 -0.255 -2.872
H 0.423 2.686 -0.630
H 0.681 -0.591 2.930
H -2.737 -1.174 -0.876
H 2.815 5.394 3.769
H 0.753 1.678 3.334
N -2.241 -0.290 -0.876
Cl -3.902 0.264 1.886
C 3.730 3.960 2.456
C 1.597 2.308 3.080
Pd -0.648 -0.471 0.588
H 7.123 -2.906 2.833
C 1.447 2.480 -0.946
C 4.918 -0.332 2.803
C 2.677 0.382 -0.517
*
```



6.
ORCA calculation (ωB97M-V with the def2-TZVPD basis set) on one molecule with the formula C3H4FNS.

As for the HOMO energy: -8.90 eV. The value obtained for the energy above the lowest of the compared OMol25 structures with the same formula, charge and spin is 127.5 kJ/mol. As for the total energy: -669.4505 a.u.

```
! RIJCOSX wB97M-V def2-TZVPD def2/J DEFGRID3
* xyz 0 1
H 1.446 -2.399 -1.283
H -0.621 0.220 1.789
H -1.847 1.762 1.330
C -0.460 0.164 0.783
C 0.809 -0.394 -1.082
F 1.654 -1.325 -2.964
N 0.520 -0.434 0.261
S -1.472 1.366 0.063
C 1.409 -1.372 -1.672
H 0.780 0.503 -1.696
*
```



7.
ORCA calculation (ωB97M-V with the def2-TZVPD basis set) on a 2-piece molecular cluster, C11H19F6N2O4PS overall.

As for the HOMO energy: -10.09 eV. As for the total energy: -2179.6977 a.u.

```
! RIJCOSX wB97M-V def2-TZVPD def2/J DEFGRID3
* xyz 0 1
H 0.734 -2.368 -4.119
H 1.516 0.374 -3.170
F -0.990 2.978 3.722
H -3.363 -0.355 1.493
H -0.512 0.360 -4.034
C 2.355 0.556 1.542
O 1.644 -1.226 -1.138
H -1.584 -3.444 -2.422
H 3.553 -0.562 3.055
C 1.013 -0.557 -0.078
C 0.239 1.626 0.463
O 1.541 0.078 -4.086
O -0.651 -1.639 -2.723
H -0.880 -2.059 -4.745
H -2.237 2.168 0.831
N -2.808 0.444 1.763
C -0.488 -0.507 -0.003
S 2.693 1.517 -0.939
F -1.074 2.278 5.693
F 1.129 2.105 5.765
P 0.045 1.969 4.533
O -0.678 -2.782 -0.698
N -0.843 0.671 0.341
C -2.234 1.111 0.600
C 1.585 0.856 0.325
F 0.134 1.144 3.103
C -0.692 -2.892 -2.103
H -1.783 -1.929 0.745
H -2.869 0.882 -0.249
H 1.259 -1.159 0.804
H 0.139 2.361 1.251
H 2.281 -1.833 -0.752
H 0.143 -0.189 -5.556
H -2.235 -1.396 -0.858
C -0.123 -1.699 -4.039
H -2.105 0.171 2.441
F 1.235 2.893 3.837
C 0.243 -0.294 -4.480
H 0.180 -3.481 -2.383
F -0.094 0.389 5.022
H 0.145 2.224 -0.451
H 2.845 2.788 -0.529
C -1.381 -1.671 -0.237
C 2.975 0.096 2.466
*
```



8.
ORCA calculation (ωB97M-V with the def2-TZVPD basis set) on one molecule with the formula C21H17Cl2F2N7O.

As for the HOMO energy: -8.70 eV. As for the total energy: -2389.0834 a.u.

```
! RIJCOSX wB97M-V def2-TZVPD def2/J DEFGRID3
* xyz 0 1
C 3.121 -2.133 0.123
H -0.184 0.754 -0.314
C 4.987 -0.677 3.063
N -1.195 3.422 2.924
H 3.843 -2.938 -0.026
H 4.186 -0.580 -0.991
C -0.228 -1.512 -3.301
O -0.337 -2.241 -4.471
C 0.867 -2.739 -5.029
H 6.018 -0.463 3.251
H -3.628 -1.705 -1.731
C -3.723 -0.768 -1.148
C 2.355 -1.122 2.291
C 3.400 -1.503 1.461
H -2.941 5.515 1.523
C -2.848 1.388 -0.422
C -1.401 -0.271 -1.749
H 3.268 -1.714 -1.970
C 2.585 -0.486 3.512
C 4.731 -1.267 1.832
C 3.945 -0.277 3.921
C 3.240 -1.136 -1.034
F -4.499 3.898 0.119
C -2.682 0.171 -1.136
N -2.248 2.631 2.509
H 1.428 -1.920 -5.481
C -5.058 0.705 0.318
H 1.482 -3.233 -4.290
C -4.904 -0.493 -0.430
N 2.118 -0.175 -1.030
Cl 4.260 0.584 5.429
C -4.251 2.971 1.046
N -2.479 4.661 1.850
H -6.011 0.873 0.864
C 0.927 -0.424 -1.670
Cl 6.061 -1.789 0.842
F -5.263 2.936 1.959
H 0.666 -3.490 -5.801
N 0.959 -1.269 -2.712
H 1.725 -0.167 4.150
H 2.131 -2.568 0.102
H 1.345 -1.367 1.979
H -2.015 2.124 -0.448
H -5.701 -1.234 -0.425
C -4.042 1.673 0.271
N -1.399 -1.099 -2.784
N -1.356 4.669 2.564
H 1.983 0.280 -0.119
C -3.015 3.386 1.791
C -0.226 0.120 -1.183
*
```



9.
ORCA calculation (ωB97M-V with the def2-TZVPD basis set) on a 7-piece molecular cluster, H13O6S overall.

As for the HOMO energy: -4.39 eV. The value obtained for the energy above the lowest of the compared OMol25 structures with the same formula, charge and spin is 193.1 kJ/mol. As for the total energy: -857.4517 a.u.

```
! RIJCOSX wB97M-V def2-TZVPD def2/J DEFGRID3
* xyz -1 1
H -1.116 -2.172 -0.388
H 0.270 2.199 0.615
H 1.027 -0.008 3.271
O -0.400 0.632 -1.005
H 4.675 -1.725 1.597
O -3.994 3.209 -5.206
H -0.088 -0.840 3.699
H -3.508 3.998 -4.883
H -3.842 2.453 -4.583
O -1.802 -2.353 -1.079
H -0.879 2.878 -0.078
H -2.435 -2.863 -0.723
H -1.124 0.861 -0.365
O 0.254 0.125 3.842
S 1.111 -1.235 0.999
H 0.763 -2.513 1.555
H 0.163 0.382 -0.314
O -0.241 2.975 0.606
O 4.295 -2.219 0.836
H 3.419 -1.847 0.661
*
```



10.
ORCA calculation (ωB97M-V with the def2-TZVPD basis set) on one molecule with the formula C5H7NO.

As for the HOMO energy: -9.44 eV. The value obtained for the energy above the lowest of the compared OMol25 structures with the same formula, charge and spin is 225.9 kJ/mol. As for the total energy: -324.6384 a.u.

```
! RIJCOSX wB97M-V def2-TZVPD def2/J DEFGRID3
* xyz 0 1
C 0.476 0.866 1.129
N -1.041 -0.161 -0.057
H -0.327 -1.978 -1.097
C -0.291 -0.474 1.200
H -0.460 1.911 -0.684
H -1.219 -0.784 -2.084
H 0.070 1.633 1.792
C -0.536 -0.913 -1.236
O 1.763 0.018 -1.758
H 1.564 0.836 1.226
H 0.363 -1.353 1.107
H -0.946 -0.617 2.063
C -0.072 0.963 -0.298
C 0.655 0.052 -1.303
*
```



Q: Which formula does entry 2 have?
A: C4H6N2O